Formula: C5H9BN2O3
Source: the OMol25 dataset
Level of theory: ωB97M-V with the def2-TZVPD basis set

Calculated values
HOMO-LUMO gap (spin up / spin down) = 7.860 / 8.358 eV
Lowest unoccupied orbital energy (spin up / spin down) = 0.12 / 0.18 eV

Last column: Löwdin charge in e.
CARTESIAN COORDINATES (ANGSTROEM)
B  -1.902  0.709  0.272  -0.75
C  1.627  -0.923  1.383  -0.07
C  0.844  -1.926  0.632  -0.19
C  2.180  0.055  0.793  -0.07
C  -0.591  -0.924  -1.180  -0.20
C  2.030  1.737  -0.785  0.02
N  0.083  -1.971  -0.348  0.09
N  -0.826  0.321  -0.564  0.13
O  -2.953  -0.136  0.566  0.13
O  -1.925  2.057  0.734  0.10
O  2.480  0.599  -0.313  0.01
H  1.568  -1.118  2.392  0.08
H  0.969  -2.818  1.224  0.10
H  0.046  -0.961  -1.974  0.09
H  -1.543  -1.244  -1.482  0.10
H  0.010  0.898  -0.499  0.07
H  2.469  2.036  -1.640  0.05
H  1.192  2.167  -0.402  0.05
H  -3.008  -1.034  0.090  0.14
H  -2.750  2.476  1.100  0.12